[1]
DFT (the ωB97M-V functional and the def2-TZVPD basis) results for a molecular structure, C12H28F6O11V at a distorted geometry.

Geometry as XYZ:
```
58
Properties=species:S:1:pos:R:3:lowdin_charge:R:1
O -36.237 5.491 2.711 -0.2180
V -34.930 5.152 3.556 1.0818
C -35.542 5.536 6.748 -0.3078
O -34.312 5.984 6.194 -0.1724
O -36.046 4.908 5.561 -0.2205
C -35.324 4.745 8.146 -0.5665
F -34.197 4.043 8.233 0.1437
F -35.222 5.530 9.217 0.1439
F -36.280 3.882 8.461 0.1631
C -33.572 6.993 6.949 -0.2086
C -32.134 7.295 6.444 -0.0511
H -32.123 7.612 5.401 0.0456
H -31.492 7.962 7.020 0.0889
H -31.564 6.369 6.510 0.0706
H -33.486 6.697 7.995 0.1132
H -34.047 7.974 6.963 0.1164
H -36.077 6.447 7.015 0.1526
C -34.319 8.554 3.192 -0.3172
O -35.384 8.526 2.328 -0.0189
O -33.916 7.186 3.200 0.0434
C -33.262 9.574 2.732 -0.4459
F -32.857 9.410 1.455 0.1712
F -33.541 10.922 2.932 0.1307
F -32.157 9.410 3.547 0.1066
C -36.793 8.756 2.741 -0.1045
C -37.696 8.285 1.497 -0.0331
H -37.740 9.035 0.707 0.0733
H -37.510 7.319 1.028 0.0650
H -38.706 8.183 1.893 0.0584
H -37.026 9.723 3.187 0.1310
H -37.108 8.081 3.537 0.1099
H -34.592 8.666 4.241 0.1852
O -33.053 4.426 4.020 -0.0376
H -32.276 4.982 4.076 0.1012
H -32.854 3.677 4.581 0.1138
O -35.487 3.117 3.288 -0.0313
H -34.889 2.420 3.016 0.0912
H -36.115 2.683 3.865 0.1061
C -33.881 3.281 0.458 -0.2179
C -33.496 3.340 -1.035 -0.1867
O -32.200 3.999 -1.118 -0.0796
O -34.268 4.478 1.102 -0.0959
H -33.050 2.812 0.984 0.1266
H -34.805 2.704 0.447 0.1262
H -34.197 3.892 -1.661 0.1248
H -33.343 2.336 -1.433 0.1256
H -31.773 3.697 -1.923 0.0846
H -33.774 5.221 0.748 0.1075
C -40.574 5.699 2.358 -0.2264
C -39.420 4.687 2.084 -0.2174
O -39.012 3.787 3.140 -0.0701
O -40.074 6.638 3.286 -0.0685
H -41.471 5.139 2.621 0.1186
H -40.842 6.253 1.458 0.1187
H -38.582 5.369 1.939 0.0686
H -39.519 4.138 1.148 0.1187
H -38.956 2.901 2.775 0.0743
H -40.261 6.282 4.158 0.0952
```

Results
- 2S+1: 3
- ⟨S²⟩: 2.05
- Largest force on an atom: 0.107 Eh/bohr
- Energy relative to the best compared isomer or geometry (same formula, charge and spin): 20.61 kcal/mol
- Net charge: +1
- E_HOMO (spin up / spin down): -12.20 / -12.20 eV

[2]
DFT (the ωB97M-V functional and the def2-TZVPD basis) results for a molecular structure, C40H42BaN2 at a distorted geometry.

Geometry as XYZ:
```
85
Properties=species:S:1:pos:R:3:lowdin_charge:R:1
Ba 1.697 -0.465 -0.170 1.9915
C 4.013 2.090 -0.313 -0.2730
C 3.271 2.147 0.888 -0.3045
C 3.481 0.931 1.569 -0.4393
C 4.360 0.131 0.798 -0.4198
C 4.669 0.844 -0.376 -0.3162
C 5.553 0.405 -1.507 -0.0657
C 4.870 -1.222 1.203 -0.0760
C 2.962 0.568 2.931 -0.0687
C 2.465 3.298 1.410 -0.0600
C 4.193 3.167 -1.337 -0.0657
H 6.299 1.167 -1.758 0.0664
H 5.008 0.203 -2.437 0.0699
H 6.104 -0.505 -1.260 0.0565
H 5.589 -1.181 2.030 0.0736
H 5.369 -1.731 0.376 0.0596
H 4.083 -1.908 1.551 0.0623
H 3.617 0.902 3.745 0.0724
H 2.851 -0.514 3.069 0.0667
H 1.980 1.005 3.136 0.0720
H 2.321 4.067 0.651 0.0513
H 2.939 3.781 2.273 0.0718
H 1.462 3.004 1.737 0.0756
H 5.217 3.565 -1.333 0.0695
H 3.523 4.012 -1.166 0.0586
H 4.010 2.819 -2.355 0.0611
C 0.865 3.335 -3.122 -0.0934
C 0.326 3.635 -1.720 -0.2279
C -1.156 3.393 -1.709 -0.2019
C -2.010 4.458 -1.907 -0.0981
C -3.373 4.275 -2.132 -0.1449
C -3.828 2.969 -2.176 -0.1030
C -3.017 1.858 -1.956 -0.1679
C -3.716 0.516 -2.063 -0.2324
C -3.825 0.010 -3.501 -0.1024
C -1.625 2.036 -1.660 -0.2313
N -0.703 1.080 -1.366 -0.0281
C -0.936 -0.256 -1.726 -0.2741
C -0.293 -2.715 -0.899 -0.4195
C -0.994 -3.879 -1.252 -0.0456
C -0.092 -4.722 -1.896 -0.1296
C 1.122 -4.014 -1.931 -0.2401
N 1.046 -2.828 -1.330 -0.1143
H 1.934 3.510 -3.216 0.0399
H 0.352 3.955 -3.862 0.0692
H 0.660 2.290 -3.363 0.0677
H 0.538 4.674 -1.444 0.0995
H 0.824 2.998 -0.989 0.0729
H -1.583 5.458 -1.923 0.0932
H -4.040 5.114 -2.287 0.0705
H -4.883 2.779 -2.364 0.0981
H -4.719 0.629 -1.641 0.0987
H -3.227 -0.235 -1.453 0.0758
H -4.354 0.730 -4.133 0.0616
H -4.357 -0.945 -3.551 0.0632
H -2.834 -0.139 -3.933 0.0564
H -0.988 -0.514 -2.786 0.1107
H -2.030 -4.059 -1.002 0.1062
H -0.270 -5.718 -2.273 0.0628
H 2.057 -4.353 -2.363 0.0756
C -0.900 -1.258 -0.830 -0.3201
C -0.608 -1.681 0.459 -0.2723
C -1.483 -2.025 1.564 -0.1961
C -0.954 -2.930 2.527 -0.1886
C -1.521 -3.186 3.814 -0.0702
C -0.949 -4.051 4.723 -0.1501
C 0.235 -4.739 4.446 -0.1669
C 0.831 -4.488 3.213 -0.1391
C 0.271 -3.627 2.285 -0.0505
C -2.795 -1.402 1.687 -0.1739
C -3.006 -0.071 1.275 -0.0315
C -4.235 0.555 1.405 -0.1110
C -5.323 -0.113 1.956 -0.1405
C -5.149 -1.433 2.361 -0.1287
C -3.921 -2.060 2.227 -0.0696
H -2.416 -2.652 4.104 0.0841
H -1.436 -4.181 5.686 0.0798
H 0.676 -5.423 5.161 0.0656
H 1.758 -4.989 2.948 0.0843
H 0.768 -3.493 1.334 0.0779
H -2.184 0.480 0.828 0.1067
H -4.340 1.575 1.052 0.0966
H -6.286 0.375 2.052 0.0757
H -5.984 -1.993 2.771 0.0822
H -3.819 -3.097 2.521 0.0987
```

Results
- Largest force on an atom: 0.022 Eh/bohr
- Energy relative to the best compared isomer or geometry (same formula, charge and spin): 51.29 kcal/mol
- Net charge: -2
- E_HOMO: 0.29 eV

[3]
DFT (the ωB97M-V functional and the def2-TZVPD basis) results for 2 unconnected molecules or ions with the total composition C4H9N2 at a distorted geometry.

Geometry as XYZ:
```
15
Properties=species:S:1:pos:R:3:lowdin_charge:R:1
C -3.174 -0.252 0.504 -0.0886
C -2.698 0.520 -0.556 -0.1890
C 1.630 0.841 0.287 0.0280
C 1.829 -1.494 -0.531 0.1889
N -1.908 -0.360 0.324 0.0807
N 1.178 -0.564 0.052 0.0330
H -3.963 -0.416 1.199 0.1191
H -2.978 0.124 -1.608 0.1269
H -2.514 1.522 -0.430 0.0582
H 1.742 1.092 1.350 0.1180
H 2.560 0.836 -0.213 0.0742
H 1.091 1.674 -0.143 0.1071
H 0.258 -0.755 0.302 0.0705
H 1.490 -2.491 -0.866 0.1413
H 2.817 -1.203 -0.945 0.1318
```

Results
- Largest force on an atom: 0.089 Eh/bohr
- Energy relative to the best compared isomer or geometry (same formula, charge and spin): 96.51 kcal/mol
- Net charge: +1
- E_HOMO: -14.06 eV

[4]
DFT (the ωB97M-V functional and the def2-TZVPD basis) results for C3H5N3 in the gas phase at a distorted geometry.

Geometry as XYZ:
```
11
Properties=species:S:1:pos:R:3:lowdin_charge:R:1
C 1.667 -0.258 -0.363 0.0101
C 0.071 0.090 -0.144 -0.5296
C -0.146 -0.730 0.751 0.2211
N -2.152 0.415 0.459 0.0176
N -1.738 1.359 -0.289 -0.0676
N -0.462 1.128 -0.706 -0.0082
H 1.714 -0.343 -1.450 0.0806
H 2.114 -1.154 0.066 0.0732
H 2.215 0.611 -0.005 0.0808
H -0.190 -1.757 0.912 0.0636
H -3.090 0.620 0.781 0.0584
```

Results
- Largest force on an atom: 0.097 Eh/bohr
- Energy relative to the best compared isomer or geometry (same formula, charge and spin): 139.02 kcal/mol
- E_HOMO: -8.99 eV